[1]
Computed, not measured: a structure of composition C32H51N2RuSe3SiTe, with ωB97M-V/def2-TZVPD.

For the total energy, the calculation gives -250778.406 eV. The energy above the lowest of the compared OMol25 structures with the same formula, charge and spin is 106.9 kJ/mol. The HOMO energy (spin up / spin down) comes out at -10.3 / -10.8 eV. The expectation value of S² is 6.031. As for the net charge: +1. Its strongest force on any atom is 0.92 eV Å⁻¹. Its spin multiplicity is 5.

Last column: Mulliken spin population.
Positions of all 91 atoms, in Å:
Ru  -0.392  -0.632  0.632  2.506
C  -0.229  3.684  0.567  0.002
C  -0.392  3.023  1.911  0.011
C  0.232  3.569  3.023  -0.001
C  0.042  3.028  4.284  0.006
C  -0.799  1.943  4.440  -0.006
C  -1.439  1.354  3.351  -0.057
C  -2.393  0.227  3.607  0.036
C  -1.202  1.885  2.078  0.018
N  -1.709  1.291  0.871  0.001
C  -2.737  1.826  0.324  0.064
C  -3.588  2.852  1.005  0.003
C  -3.087  1.513  -1.112  0.003
C  -4.510  1.732  -1.534  0.004
N  -2.097  1.236  -1.855  -0.009
C  -2.209  0.995  -3.250  -0.013
C  -1.418  1.832  -4.055  0.003
C  -0.603  2.930  -3.432  0.001
C  -1.408  1.630  -5.425  0.000
C  -2.130  0.591  -5.994  0.003
C  -2.868  -0.252  -5.186  -0.001
C  -2.932  -0.070  -3.805  -0.010
C  -3.751  -1.042  -2.998  0.017
H  0.730  4.199  0.508  0.000
H  -1.006  4.440  0.419  0.000
H  -0.299  2.983  -0.263  0.003
H  0.869  4.436  2.896  0.000
H  0.533  3.464  5.144  0.000
H  -0.974  1.535  5.428  0.000
H  -2.211  -0.212  4.587  0.001
H  -2.305  -0.564  2.871  -0.022
H  -3.430  0.573  3.585  0.000
H  -3.271  3.035  2.027  -0.001
H  -4.625  2.513  1.004  0.002
H  -3.566  3.791  0.447  0.001
H  -5.182  1.059  -0.994  -0.003
H  -4.631  1.575  -2.599  0.001
H  -4.818  2.753  -1.304  0.000
H  0.021  2.538  -2.625  0.000
H  -1.234  3.707  -2.995  0.000
H  0.040  3.399  -4.175  0.000
H  -0.812  2.284  -6.050  0.000
H  -2.103  0.432  -7.064  0.000
H  -3.412  -1.080  -5.626  0.000
H  -3.620  -2.051  -3.391  0.007
H  -4.817  -0.811  -3.055  -0.006
H  -3.470  -1.056  -1.946  0.019
Se  -0.578  -1.430  -1.544  0.241
Se  -1.070  -3.696  -1.838  0.094
Te  -2.901  -4.142  -0.126  0.533
Se  -3.009  -2.151  1.136  0.420
C  2.965  -2.727  2.943  0.012
C  1.716  -2.095  2.308  0.049
C  0.545  -3.087  2.418  0.104
C  1.349  -0.877  3.169  0.050
Si  1.960  -1.580  0.461  -0.117
C  2.747  -2.984  -0.595  -0.012
C  4.265  -2.925  -0.310  -0.003
C  2.260  -4.382  -0.184  0.012
C  2.579  -2.871  -2.116  0.019
C  2.845  0.109  0.215  -0.081
C  4.118  0.270  1.058  0.002
C  1.870  1.225  0.609  0.234
C  3.184  0.348  -1.263  0.014
H  2.763  -2.915  4.004  0.001
H  3.831  -2.066  2.889  0.000
H  3.238  -3.680  2.494  0.000
H  0.396  -3.360  3.468  0.003
H  0.698  -4.001  1.849  -0.007
H  -0.408  -2.658  2.077  -0.035
H  1.129  -1.210  4.189  0.000
H  0.445  -0.344  2.837  -0.025
H  2.146  -0.138  3.228  0.004
H  4.511  -3.038  0.746  0.000
H  4.724  -2.007  -0.673  0.000
H  4.741  -3.753  -0.844  -0.002
H  2.467  -4.613  0.860  0.004
H  2.792  -5.123  -0.786  0.000
H  1.194  -4.518  -0.364  -0.005
H  3.046  -1.979  -2.528  -0.003
H  1.541  -2.878  -2.436  0.001
H  3.069  -3.735  -2.575  0.001
H  3.918  0.213  2.129  0.001
H  4.549  1.257  0.862  0.001
H  4.880  -0.471  0.821  -0.001
H  1.571  1.208  1.655  -0.002
H  0.973  1.223  -0.035  -0.083
H  2.330  2.204  0.432  0.001
H  3.978  -0.302  -1.626  0.000
H  3.532  1.379  -1.380  0.000
H  2.314  0.216  -1.912  -0.006


[2]
Computed, not measured: a cluster of 2 separate species, C2H7OPS in total in a non-equilibrium geometry, with ωB97M-V/def2-TZVPD.

For the total energy, the calculation gives -24356.921 eV. The energy above the lowest of the compared OMol25 structures with the same formula, charge and spin is 303.8 kJ/mol. The HOMO energy (spin up / spin down) comes out at -8.6 / -8.1 eV. As for the net charge: 0. Its strongest force on any atom is 2.49 eV Å⁻¹.

Last column: Löwdin charge in e.
Positions of all 12 atoms, in Å:
C  0.602  0.641  -2.296  0.045
C  -1.310  -0.703  0.792  -0.310
O  0.436  1.050  1.717  -0.372
P  0.400  -0.254  0.782  0.255
S  1.642  -1.522  1.612  0.156
H  1.449  -0.063  -2.433  -0.005
H  -0.254  0.133  -2.642  -0.042
H  0.712  1.696  -2.065  -0.011
H  -1.942  0.112  0.417  0.044
H  -1.357  -1.617  0.100  0.075
H  -1.624  -0.912  1.832  0.055
H  1.246  1.438  2.184  0.110


[3]
Computed, not measured: a structure of composition C16H43CrN8O2SbSi3 in a non-equilibrium geometry, with ωB97M-V/def2-TZVPD.

For the total energy, the calculation gives -91894.880 eV. The energy above the lowest of the compared OMol25 structures with the same formula, charge and spin is 45.1 kJ/mol. The HOMO energy (spin up / spin down) comes out at -11.4 / -11.4 eV. The expectation value of S² is 0.763. As for the net charge: +1. Its strongest force on any atom is 1.38 eV Å⁻¹. Its spin multiplicity is 2.

Last column: Mulliken spin population.
Positions of all 74 atoms, in Å:
Cr  -0.074  1.535  -0.436  1.118
N  -2.197  1.667  -0.402  -0.011
C  -2.537  2.288  0.904  -0.007
C  -1.777  1.531  1.970  0.009
N  -0.292  1.574  1.749  -0.013
C  0.430  2.489  2.702  0.001
C  0.698  3.923  2.278  0.004
N  1.930  4.038  1.481  0.001
H  -2.476  2.265  -1.168  0.003
H  -2.704  0.800  -0.507  0.001
H  -3.603  2.246  1.114  0.000
H  -2.235  3.330  0.875  0.002
H  -2.084  0.485  1.928  -0.010
H  -2.028  1.908  2.960  0.004
H  0.041  0.650  1.994  -0.007
H  1.390  2.022  2.928  -0.005
H  -0.146  2.503  3.627  -0.001
H  0.756  4.517  3.192  0.000
H  -0.137  4.308  1.698  0.000
H  2.731  4.065  2.100  0.000
H  1.937  4.917  0.978  0.000
N  2.037  1.739  -0.488  -0.028
N  2.368  1.775  -1.857  0.008
C  1.340  1.655  -2.795  -0.004
O  1.557  1.864  -3.960  -0.002
O  0.177  1.246  -2.277  -0.022
H  2.143  2.646  -0.038  -0.004
H  2.643  1.079  -0.036  0.002
H  3.149  2.344  -2.135  0.000
N  0.762  7.778  -1.798  -0.001
C  0.182  6.782  -1.698  0.000
N  -0.540  5.674  -1.566  -0.002
C  -0.328  4.546  -1.112  0.002
N  -0.165  3.458  -0.659  -0.018
C  -2.263  -4.020  -0.535  -0.002
Si  -2.346  -2.169  -0.639  0.002
C  -2.933  -1.570  -2.301  0.000
C  -3.495  -1.597  0.728  0.000
Sb  -0.023  -1.095  -0.319  -0.015
Si  0.813  -2.115  1.894  -0.002
C  2.566  -1.513  2.122  0.000
C  0.725  -3.973  1.924  -0.002
C  -0.216  -1.443  3.314  0.000
Si  1.343  -2.234  -2.235  -0.001
C  0.713  -1.668  -3.875  0.001
C  1.125  -4.074  -2.092  -0.002
C  3.106  -1.755  -1.901  0.000
H  -3.269  -4.433  -0.688  0.000
H  -1.912  -4.341  0.451  0.000
H  -1.600  -4.452  -1.290  0.000
H  -4.025  -1.614  -2.374  0.000
H  -2.520  -2.205  -3.094  0.000
H  -2.607  -0.545  -2.510  0.001
H  -4.407  -2.205  0.685  0.000
H  -3.811  -0.550  0.662  0.000
H  -3.042  -1.757  1.713  0.000
H  3.250  -1.986  1.408  0.000
H  2.917  -1.757  3.132  0.000
H  2.642  -0.427  1.995  0.000
H  1.054  -4.425  0.985  0.001
H  -0.297  -4.313  2.127  0.000
H  1.371  -4.353  2.726  0.000
H  0.155  -0.481  3.692  0.000
H  -0.153  -2.155  4.146  0.000
H  -1.277  -1.336  3.064  0.000
H  -0.359  -1.859  -3.974  0.000
H  1.234  -2.243  -4.650  0.000
H  0.890  -0.606  -4.061  0.000
H  0.165  -4.390  -2.514  0.000
H  1.192  -4.444  -1.066  0.001
H  1.919  -4.557  -2.678  0.000
H  3.286  -0.717  -2.197  0.000
H  3.780  -2.398  -2.481  0.000
H  3.358  -1.872  -0.844  0.000